Here is a molecular structure, C13H33N3O6S at a distorted geometry from the OMol25 dataset. Energies are from ωB97M-V with the def2-TZVPD basis set.

Each line ends with the Löwdin charge.
Geometry (Å):
C 0.77 -0.44 4.32  0.0457
C -0.59 -0.17 3.65  -0.3509
O -1.55 -0.86 3.91  0.1652
N -0.66 0.99 2.63  0.0469
H 0.22 1.55 2.73  0.1607
H -0.35 0.48 1.68  0.0982
C -2.02 1.53 2.51  -0.0197
H 0.93 0.14 5.23  0.1083
H 1.56 -0.12 3.52  0.0944
H 1.02 -1.45 4.52  0.0815
H -2.67 0.83 2.05  0.0931
H -2.23 2.44 1.80  0.1539
H -2.58 1.79 3.31  0.0662
C 1.84 -3.25 -0.87  0.0548
C 0.45 -3.42 -0.25  -0.4114
O -0.32 -4.04 -0.89  0.1961
N 0.23 -2.87 1.12  0.0311
H 1.11 -3.25 1.48  0.1846
H 0.25 -1.71 0.87  0.1403
C -0.86 -3.46 1.74  -0.0268
H 2.53 -3.86 -0.50  0.0526
H 2.32 -2.46 -0.59  -0.0010
H 1.64 -3.56 -2.04  0.2013
H -1.70 -3.14 1.22  0.1031
H -1.10 -3.06 2.71  0.1098
H -0.91 -4.40 1.65  0.0541
C 1.47 3.82 -0.30  0.0390
C 2.24 2.48 -0.34  -0.1984
O 3.07 2.09 -1.25  0.0958
N 2.18 1.43 0.89  0.0412
H 2.13 1.80 1.75  0.0805
H 1.29 0.75 0.74  0.0896
C 3.23 0.40 0.85  -0.0286
H 0.82 3.91 -1.24  0.1211
H 2.16 4.58 -0.40  0.0734
H 0.74 3.78 0.53  0.0808
H 3.32 -0.06 -0.07  0.0711
H 2.94 -0.50 1.37  0.0897
H 4.16 0.87 1.10  0.1160
O 0.18 -0.25 0.43  -0.3790
H -0.05 -0.39 -0.74  0.1709
C -3.02 0.88 -2.91  -0.1574
C -2.53 0.46 -4.35  -0.2534
C -1.32 1.02 -4.60  -0.2600
S -0.48 0.78 -3.07  0.7283
O 0.18 2.01 -2.72  -0.3127
O 0.20 -0.54 -2.94  -0.3334
C -1.90 0.53 -2.06  -0.3019
H -3.89 0.59 -2.40  0.1121
H -3.06 2.00 -2.96  0.1459
H -3.30 0.87 -5.08  0.1785
H -2.36 -0.49 -4.44  0.0680
H -1.38 1.99 -5.06  0.1363
H -0.89 0.23 -5.26  0.1522
H -1.70 1.21 -1.15  0.1373
H -1.79 -0.47 -1.87  0.0647

Values from the calculation:
**Charge**: +2
**2S+1**: 1
**ΔE to the lowest compared entry with this formula, charge and spin**: 121.8 kJ/mol
**Frontier orbital gap**: 9.73 eV
**Electronic energy**: -41583.176 eV


Here is 3 unconnected molecules or ions with the total composition C13H34BN4O3 at a distorted geometry from the OMol25 dataset. Energies are from ωB97M-V with the def2-TZVPD basis set.

Each line ends with the Löwdin charge.
Geometry (Å):
C 3.22 -0.77 -0.33  -0.1657
C 1.69 -1.36 -0.45  -0.2504
C 0.85 -0.86 -1.77  -0.2173
C 1.10 0.71 -2.20  -0.2119
C -0.39 1.46 -2.23  -0.2008
C -0.89 1.67 -0.65  -0.2006
C -2.52 1.62 -0.47  -0.2286
C -3.09 0.06 -0.51  -0.2220
C -3.56 -0.45 -1.99  -0.2307
C -2.92 -1.91 -2.44  -0.2357
C -3.05 -3.08 -1.30  -0.2269
B -1.69 -3.93 -0.98  -0.7315
O -0.60 -3.80 -1.96  -0.1680
H 3.67 -1.21 0.68  0.0579
H 3.30 0.40 -0.23  0.0536
H 3.92 -1.20 -1.19  0.0825
H 1.79 -2.54 -0.55  0.1171
H 1.08 -1.19 0.56  0.1084
H 1.00 -1.56 -2.71  0.1211
H -0.30 -0.95 -1.47  0.0936
H 1.51 0.73 -3.31  0.1040
H 1.75 1.33 -1.45  0.0911
H -1.17 0.88 -2.88  0.0892
H -0.23 2.53 -2.72  0.1022
H -0.43 0.82 0.05  0.1101
H -0.45 2.70 -0.30  0.0775
H -3.09 2.33 -1.23  0.1114
H -2.78 2.05 0.61  0.0977
H -4.07 0.06 0.17  0.1020
H -2.35 -0.69 0.04  0.1189
H -3.29 0.35 -2.83  0.0914
H -4.74 -0.60 -1.99  0.1006
H -1.84 -1.69 -2.83  0.0796
H -3.56 -2.27 -3.37  0.1001
H -3.88 -3.85 -1.67  0.0804
H -3.46 -2.69 -0.25  0.0848
H -1.34 -3.70 0.12  0.0146
H -2.00 -5.09 -0.98  0.0175
H -0.91 -3.89 -2.91  0.0663
C 1.40 4.43 1.70  -0.7113
O 0.78 4.34 0.65  0.0114
N 2.71 4.14 1.80  0.1577
N 0.82 4.83 2.85  0.1490
H 3.23 4.20 2.66  0.0961
H 3.18 3.83 0.96  0.1110
H -0.16 5.06 2.81  0.1099
H 1.31 4.91 3.72  0.0947
C 2.61 -0.26 4.06  -0.7294
O 2.74 0.95 3.97  0.0030
N 1.43 -0.86 4.28  0.1563
N 3.65 -1.11 3.95  0.1477
H 1.30 -1.85 4.36  0.1003
H 0.62 -0.25 4.37  0.1134
H 4.56 -0.70 3.78  0.1087
H 3.57 -2.11 4.02  0.0977

Values from the calculation:
**Charge**: -1
**2S+1**: 1
**Frontier orbital gap**: 5.88 eV
**Electronic energy**: -26809.973 eV


Here is a molecular structure, C13H35BFInO5P at a distorted geometry from the OMol25 dataset. Energies are from ωB97M-V with the def2-TZVPD basis set.

Each line ends with the Löwdin charge.
Geometry (Å):
C 3.29 1.20 -2.61  -0.1236
C 3.96 -0.23 -2.56  -0.2647
C 3.28 -1.15 -3.62  -0.1924
C 1.85 -1.65 -3.19  -0.3744
O 0.94 -1.68 -4.27  -0.3914
In -0.76 -0.50 -3.97  0.6811
C -0.12 1.64 -3.71  -0.2581
C -1.21 2.69 -4.08  -0.3003
F -1.89 3.09 -2.91  -0.1039
P -2.31 -0.90 -5.95  0.5002
O -1.65 -0.66 -7.34  -0.6552
B -1.96 -1.07 -2.09  -0.4725
C -3.26 -0.15 -1.77  -0.0886
O -1.63 -2.18 -1.23  -0.0250
H 3.84 1.96 -2.02  0.0615
H 2.30 1.08 -2.14  0.0516
H 3.15 1.52 -3.66  0.0665
H 3.85 -0.59 -1.51  0.0972
H 5.05 -0.10 -2.75  0.0894
H 3.95 -2.02 -3.77  0.0939
H 3.21 -0.59 -4.58  0.1074
H 1.98 -2.72 -2.87  0.1051
H 1.46 -1.02 -2.36  0.0862
H 0.11 1.79 -2.63  0.0365
H 0.82 1.80 -4.27  0.0243
H -1.96 2.32 -4.81  0.0895
H -0.70 3.58 -4.51  0.0977
H -3.55 -0.17 -5.84  -0.0752
H -2.73 -2.28 -5.87  -0.0737
H -3.34 0.11 -0.69  0.0363
H -3.25 0.77 -2.40  0.0359
H -4.14 -0.74 -2.13  0.0631
H -2.28 -2.87 -1.37  0.0716
C -1.20 0.43 3.28  -0.0698
C -2.55 0.29 2.59  -0.4864
C -3.34 -0.88 3.15  -0.0650
O -2.35 0.11 1.19  -0.0644
H -0.59 -0.47 3.13  0.0815
H -0.63 1.26 2.87  0.0854
H -1.32 0.59 4.36  0.0669
H -3.12 1.21 2.72  0.1385
H -2.81 -1.82 3.00  0.0808
H -4.30 -0.97 2.64  0.0777
H -3.52 -0.76 4.22  0.0736
H -1.85 -0.71 1.07  0.0851
C 2.87 0.69 6.70  -0.0684
C 1.53 0.55 6.01  -0.5010
C 0.73 -0.61 6.57  -0.0629
O 1.72 0.37 4.61  -0.0565
H 3.48 -0.21 6.55  0.0799
H 3.44 1.52 6.28  0.0788
H 2.75 0.85 7.77  0.0771
H 0.96 1.48 6.13  0.1385
H 1.26 -1.56 6.42  0.0827
H -0.23 -0.71 6.06  0.0636
H 0.54 -0.49 7.64  0.0786
H 2.23 -0.45 4.49  0.0898

Values from the calculation:
**Charge**: -1
**2S+1**: 1
**Frontier orbital gap**: 6.23 eV
**Electronic energy**: -42143.016 eV


Here is 4 unconnected molecules or ions with the total composition C13H35BO9P at a distorted geometry from the OMol25 dataset. Energies are from ωB97M-V with the def2-TZVPD basis set.

Each line ends with the Löwdin charge.
Geometry (Å):
C -0.03 2.50 2.09  -0.0178
B 0.52 1.06 1.83  -0.5461
O 0.39 0.03 2.73  0.1144
P 1.45 0.63 0.15  1.0865
C 2.48 -0.85 0.44  -0.1970
C 0.26 0.30 -1.20  -0.2801
C -0.89 1.33 -1.27  -0.1817
C -2.12 0.94 -0.46  -0.1915
O -2.91 0.00 -1.16  0.0004
C -2.88 -1.30 -0.70  -0.5073
C -3.32 -1.58 0.73  0.0319
O -2.56 -2.18 -1.44  0.1386
H 0.35 2.89 3.03  0.0884
H 0.17 3.19 1.27  0.0617
H -1.12 2.42 2.18  0.0863
H -0.08 -0.71 2.31  0.1050
H 2.28 1.67 -0.28  0.0646
H 3.43 -0.54 0.88  0.0773
H 2.62 -1.37 -0.50  0.0407
H 1.97 -1.53 1.11  0.0295
H -0.09 -0.73 -1.17  0.1028
H 0.86 0.39 -2.11  0.0934
H -0.57 2.33 -1.00  0.1134
H -1.20 1.39 -2.32  0.1317
H -1.86 0.59 0.55  0.0969
H -2.72 1.84 -0.31  0.1269
H -3.24 -2.65 0.88  0.0933
H -4.34 -1.24 0.92  0.1015
H -2.67 -1.08 1.44  0.0652
C 3.79 -1.42 -3.11  -0.2400
C 4.07 -1.09 -4.57  -0.2333
O 5.25 -0.30 -4.66  -0.0592
O 3.69 -0.22 -2.35  -0.1103
H 2.86 -1.98 -3.01  0.1187
H 4.61 -2.03 -2.71  0.1233
H 3.26 -0.47 -4.96  0.1261
H 4.15 -1.99 -5.17  0.1268
H 6.01 -0.87 -4.47  0.0977
H 4.35 0.38 -2.72  0.0859
C -6.37 4.65 -1.02  -0.2491
C -5.60 3.57 -0.30  -0.2383
O -4.41 4.11 0.28  -0.0907
O -5.57 5.25 -2.03  -0.0588
H -7.26 4.24 -1.50  0.1247
H -6.69 5.43 -0.31  0.1200
H -5.27 2.81 -1.01  0.1172
H -6.22 3.10 0.47  0.1201
H -4.67 4.68 1.01  0.0898
H -4.68 5.32 -1.67  0.0734
C 3.04 -4.60 4.24  -0.2498
C 2.92 -3.29 3.49  -0.2319
O 2.91 -3.53 2.07  -0.0944
O 4.22 -5.29 3.86  -0.0518
H 3.08 -4.42 5.31  0.1261
H 2.17 -5.24 4.02  0.1201
H 3.79 -2.67 3.68  0.1265
H 2.02 -2.75 3.78  0.1132
H 2.08 -3.97 1.85  0.0918
H 4.33 -5.16 2.92  0.0774

Values from the calculation:
**Charge**: +1
**2S+1**: 1
**Frontier orbital gap**: 8.37 eV
**Electronic energy**: -42434.653 eV